ORCA calculation (ωB97M-V/def2-TZVPD) on a molecular structure, ClH12LiO6 in a non-equilibrium geometry.

Geometry as XYZ:
```
20
Properties=species:S:1:pos:R:3:mulliken_charge:R:1
Li 19.9627 -20.9614 -18.9458 0.82
Cl 19.2465 -22.4037 -18.1931 -1.17
O 18.9032 -25.2329 -19.1176 -0.75
H 18.7125 -24.4856 -18.5507 0.17
H 19.6148 -24.9306 -19.6819 0.57
O 20.3335 -23.9042 -20.1728 -0.76
H 19.6854 -23.6266 -20.8201 0.37
H 20.2104 -23.3040 -19.4373 0.29
O 21.3537 -23.8939 -17.2095 -0.63
H 21.8345 -23.0955 -16.9911 0.27
H 20.6276 -23.5946 -17.7568 0.40
O 16.8955 -23.2198 -19.1358 -0.63
H 17.6951 -22.7918 -18.8297 0.52
H 16.8625 -24.0431 -18.6488 0.37
O 18.3259 -23.5158 -15.9993 -0.67
H 18.8768 -24.2809 -16.1653 0.33
H 18.5856 -22.8833 -16.6691 0.42
O 17.2703 -20.8790 -18.3022 -0.65
H 17.8078 -20.2211 -18.7431 0.18
H 17.8564 -21.6261 -18.1814 0.57
```

E_tot	-25203.06353	eV
energy relative to the best compared isomer or geometry (same formula, charge and spin)	7.030	eV
HOMO-LUMO gap	7.999	eV
M	150.48	g/mol
largest force on an atom	4.7	eV Å⁻¹
total charge	0
HOMO	-0.370	hartree

ORCA calculation (ωB97M-V/def2-TZVPD) on 9 unconnected molecules or ions with the total composition ClH16O8.

Geometry as XYZ:
```
25
Properties=species:S:1:pos:R:3:mulliken_charge:R:1
Cl 0.3419 0.2814 0.1165 -0.75
O 0.3792 -0.3839 3.7541 -0.65
H 0.5639 0.1226 2.9516 0.31
H -0.5821 -0.4377 3.7789 0.32
O -0.5921 -2.5410 -1.9289 -0.59
H -0.9632 -1.7047 -1.6292 0.27
H 0.3578 -2.4024 -1.8722 0.31
O 1.0072 -2.9191 1.3616 -0.60
H 1.6726 -3.4018 0.8611 0.27
H 0.9871 -2.0367 0.9540 0.31
O 0.2902 0.3612 -3.1107 -0.64
H 1.2372 0.5365 -3.1621 0.34
H 0.0929 0.4371 -2.1561 0.26
O -0.1913 2.8820 1.8108 -0.60
H -0.0074 2.0912 1.2487 0.21
H 0.1572 3.6249 1.3087 0.29
O -2.5997 2.2210 -0.9583 -0.61
H -1.7160 2.1179 -0.5725 0.32
H -2.4736 2.8275 -1.6950 0.30
O 3.3023 0.4492 -1.3225 -0.63
H 2.4958 0.2270 -0.8200 0.31
H 3.6146 1.2632 -0.9167 0.30
O -2.4764 -1.2576 1.0568 -0.62
H -3.2089 -1.2695 0.4323 0.29
H -1.6892 -1.0883 0.5089 0.31
```

E_tot	-29166.17848	eV
energy relative to the best compared isomer or geometry (same formula, charge and spin)	0.526	eV
HOMO-LUMO gap	10.070	eV
M	179.57	g/mol
largest force on an atom	0.5	eV Å⁻¹
total charge	-1
HOMO	-0.257	hartree

ORCA calculation (ωB97M-V/def2-TZVPD) on 2 unconnected molecules or ions with the total composition ClH2N2P in a non-equilibrium geometry.

Geometry as XYZ:
```
6
Properties=species:S:1:pos:R:3:mulliken_charge:R:1
N 1.0708 -0.9011 -1.0521 0.44
N 1.4857 -1.0106 0.0623 -0.51
P 0.3542 -0.5503 -2.3339 -0.17
Cl -2.8325 2.3930 1.2274 -0.24
H 2.3778 -1.4015 0.0890 0.24
H -2.4561 1.4704 2.0073 0.24
```

E_tot	-24821.52129	eV
energy relative to the best compared isomer or geometry (same formula, charge and spin)	2.893	eV
HOMO-LUMO gap	8.147	eV
M	96.46	g/mol
largest force on an atom	2.5	eV Å⁻¹
total charge	0
HOMO	-0.306	hartree

ORCA calculation (ωB97M-V/def2-TZVPD) on 2 unconnected molecules or ions with the total composition ClH2O2P in a non-equilibrium geometry.

Geometry as XYZ:
```
6
Properties=species:S:1:pos:R:3:mulliken_charge:R:1
O -0.1023 -1.4099 -0.2625 -0.73
O 0.8846 1.4799 -0.0320 -0.37
P 1.4488 0.3027 -0.9171 0.62
Cl 2.8192 -0.4089 0.3210 -0.14
H 0.0989 -2.1495 -0.8541 0.28
H 1.3498 1.6768 0.7997 0.34
```

E_tot	-25937.91506	eV
energy relative to the best compared isomer or geometry (same formula, charge and spin)	2.752	eV
HOMO-LUMO gap (alpha / beta)	9.020 / 9.021	eV
M	100.44	g/mol
largest force on an atom	3.8	eV Å⁻¹
total charge	0
HOMO (alpha / beta)	-0.353 / -0.353	hartree

ORCA calculation (ωB97M-V/def2-TZVPD) on a single ClH2O4PS molecule.

Geometry as XYZ:
```
9
Properties=species:S:1:pos:R:3:mulliken_charge:R:1
O -1.9073 0.7199 0.0481 -0.55
P -0.6562 0.1087 -0.3510 1.04
O -0.6520 -0.5854 -1.7750 -0.47
O -0.1430 -1.0491 0.6199 -0.27
S 1.2832 -0.9275 1.5174 -0.01
O 0.6482 1.0707 -0.4929 -0.33
Cl 0.5224 2.6316 0.1133 0.07
H 0.1664 -0.4575 -2.2718 0.35
H 0.7383 -1.5115 2.5920 0.16
```

E_tot	-40869.12769	eV
HOMO-LUMO gap	9.237	eV
M	164.51	g/mol
largest force on an atom	0.3	eV Å⁻¹
total charge	0
HOMO	-0.361	hartree

ORCA calculation (ωB97M-V/def2-TZVPD) on a single ClH2OPS molecule in a non-equilibrium geometry.

Geometry as XYZ:
```
6
Properties=species:S:1:pos:R:3:mulliken_charge:R:1
O 1.0070 0.4705 0.4906 -0.43
P -0.4309 0.6856 -0.3559 0.41
S -0.4821 -1.3208 -1.0076 -0.25
Cl -1.6401 0.6195 1.1949 -0.19
H 0.8813 0.9030 1.3312 0.30
H 0.6649 -1.3579 -1.6532 0.17
```

E_tot	-34727.48370	eV
energy relative to the best compared isomer or geometry (same formula, charge and spin)	0.502	eV
HOMO-LUMO gap	10.075	eV
M	116.51	g/mol
largest force on an atom	2.8	eV Å⁻¹
total charge	0
HOMO	-0.344	hartree

ORCA calculation (ωB97M-V/def2-TZVPD) on 17 unconnected molecules or ions with the total composition ClH32O20 in a non-equilibrium geometry.

Geometry as XYZ:
```
53
Properties=species:S:1:pos:R:3:mulliken_charge:R:1
Cl 0.3665 -0.0227 0.1036 0.70
O -1.0065 -0.4577 0.5256 -0.09
O 0.4475 1.4893 0.3156 -0.16
O 1.3495 -0.6837 1.0016 -0.36
O 0.7175 -0.3917 -1.3134 -0.64
O -2.4385 0.3783 -1.9254 -0.60
H -3.3015 0.4563 -2.2514 0.26
H -1.8725 0.0093 -2.5724 0.30
O 4.0915 -1.7867 1.4516 -0.64
H 3.3515 -1.2597 1.1776 0.32
H 4.1145 -2.5357 0.9086 0.28
O 0.1445 -3.2727 1.1476 -0.69
H -0.5535 -2.6467 1.2826 0.33
H 0.5735 -2.9837 0.3606 0.36
O 2.2465 2.0143 2.8316 -0.64
H 1.4075 1.4933 2.6996 0.34
H 2.0085 2.7853 3.3446 0.32
O 1.9015 -1.3247 3.5206 -0.58
H 1.5745 -1.1737 2.6736 0.37
H 1.1175 -1.4617 3.9976 0.33
O 2.6005 2.6143 -0.3134 -0.73
H 1.7965 2.1603 -0.0414 0.37
H 2.3065 3.4593 -0.6834 0.28
O 0.2285 -3.6687 -1.8984 -0.53
H 0.9245 -3.1897 -2.2934 0.28
H 0.2835 -4.5867 -2.2184 0.22
O -2.1845 -2.6857 -1.3234 -0.68
H -1.3825 -3.0907 -1.6544 0.41
H -1.9985 -1.7717 -1.1614 0.26
O 0.8125 2.2323 -2.8844 -0.66
H 0.2195 2.2233 -2.1014 0.28
H 1.4555 2.9213 -2.7424 0.28
O -1.5615 2.7603 -1.2944 -0.60
H -1.7765 1.8553 -1.5154 0.40
H -2.2785 3.2703 -1.5704 0.27
O -0.1665 3.8953 1.8626 -0.78
H 0.5465 3.6163 1.2916 0.36
H -0.6385 3.0553 1.8866 0.46
O -4.1455 -0.8807 0.2836 -0.63
H -4.9785 -0.3907 0.3456 0.24
H -3.4535 -0.4387 -0.1714 0.28
O -0.4075 0.7383 3.1586 -0.63
H -1.0665 1.0293 2.4886 0.40
H -0.6075 -0.2117 3.2426 0.28
O -2.1265 2.0063 1.5606 -0.74
H -1.9305 1.9773 0.6146 0.16
H -3.0105 2.2193 1.3736 0.33
O -0.7515 -0.9367 -3.4384 -0.70
H -0.4915 -1.8107 -3.4714 0.27
H -0.0685 -0.5167 -2.9004 0.36
O 2.4765 -2.5307 -1.0594 -0.63
H 1.8605 -1.7907 -1.1614 0.22
H 3.2735 -2.1597 -1.4884 0.36
```

E_tot	-53986.69020	eV
energy relative to the best compared isomer or geometry (same formula, charge and spin)	1.941	eV
HOMO-LUMO gap	9.097	eV
M	387.69	g/mol
largest force on an atom	4.1	eV Å⁻¹
total charge	-1
HOMO	-0.260	hartree

ORCA calculation (ωB97M-V/def2-TZVPD) on 19 unconnected molecules or ions with the total composition ClH36O22 in a non-equilibrium geometry.

Geometry as XYZ:
```
59
Properties=species:S:1:pos:R:3:mulliken_charge:R:1
Cl -0.4142 0.0023 0.0173 0.15
O -1.6919 0.1710 0.7741 -0.44
O 0.7086 -0.0560 1.0041 -0.08
O -0.4957 -1.2280 -0.8190 0.98
O -0.2302 1.1585 -0.8347 -0.17
O -0.3511 -2.3378 2.1177 -0.68
H -0.1265 -1.5412 1.6709 0.28
H -0.0212 -2.2798 2.9931 0.35
O -1.0309 3.3855 -2.2244 -0.60
H -0.5384 3.4566 -3.0544 0.32
H -0.5686 2.7276 -1.6873 0.32
O 1.8995 -0.9769 3.4531 -0.79
H 2.4580 -0.8053 2.6815 0.43
H 1.2691 -0.2694 3.3631 0.33
O -1.0695 0.2691 3.5792 -0.84
H -1.2774 0.1875 2.6124 0.33
H -0.3874 0.9576 3.5976 0.58
O -1.2475 3.0130 1.1780 -0.74
H -1.8575 2.6288 1.7957 0.48
H -0.8710 2.2515 0.6738 0.15
O 1.1886 -3.3535 -0.6757 -0.72
H 0.8889 -4.1178 -1.1511 0.29
H 0.8138 -2.6072 -1.1394 0.08
O -4.1828 0.8007 0.0898 -0.68
H -3.9366 1.4412 -0.5878 0.32
H -3.3628 0.5584 0.5042 0.35
O 3.7999 -0.4843 1.4669 -0.69
H 3.4737 -0.1763 0.6272 0.45
H 4.7541 -0.6552 1.4487 0.24
O 2.0733 2.5715 -1.7621 -0.64
H 1.7322 2.1009 -2.5622 0.29
H 2.9579 2.8934 -1.8984 0.25
O -1.6628 0.2044 -3.3293 -0.63
H -2.0081 -0.4075 -2.6294 0.35
H -2.2073 0.9822 -3.2164 0.32
O -0.8517 -2.8680 -3.5292 -0.64
H -0.3813 -3.5943 -3.9576 0.29
H -0.2195 -2.3416 -3.0086 0.27
O -3.1753 1.7056 2.5659 -0.57
H -3.7311 2.2039 3.1693 0.20
H -2.6113 1.1592 3.0757 0.43
O 1.4334 -1.2533 -2.7340 -0.69
H 1.3602 -0.3422 -3.0186 0.24
H 1.8064 -1.7116 -3.4440 0.21
O 3.1628 0.0180 -1.0345 -0.84
H 2.6756 -0.7148 -1.4020 0.44
H 2.6066 0.7966 -1.1801 0.26
O -2.9785 -1.4602 -1.7363 -0.69
H -2.3052 -2.1259 -1.7976 0.21
H -3.2311 -1.3901 -0.7915 0.40
O 2.3869 2.6476 1.0216 -0.67
H 2.2004 2.3520 0.1238 0.15
H 3.3473 2.6088 1.1386 0.30
O 1.0813 1.6067 3.2469 -0.63
H 1.3646 1.5752 2.3197 0.30
H 1.7095 2.2082 3.6426 0.23
O -1.6723 -3.7846 -0.5090 -0.69
H -1.0585 -3.1750 -0.1198 0.24
H -1.3975 -4.5855 -0.1179 0.32
```

E_tot	-58147.54515	eV
energy relative to the best compared isomer or geometry (same formula, charge and spin)	0.942	eV
HOMO-LUMO gap	8.638	eV
M	423.72	g/mol
largest force on an atom	3.2	eV Å⁻¹
total charge	-1
HOMO	-0.255	hartree

ORCA calculation (ωB97M-V/def2-TZVPD) on 2 unconnected molecules or ions with the total composition ClH3NO2P in a non-equilibrium geometry.

Geometry as XYZ:
```
8
Properties=species:S:1:pos:R:3:mulliken_charge:R:1
N -0.6724 -0.4201 -0.3024 -0.38
P -1.5212 0.9347 -0.1052 0.91
O -2.9641 0.7620 0.1839 -0.55
O -0.8108 2.1998 -0.1360 -0.52
H -1.1887 -1.3328 0.0413 0.31
H 0.3667 -0.4259 -0.2173 0.25
Cl 2.4802 1.2136 0.1856 -0.25
H 1.9468 2.2679 0.1437 0.24
```

E_tot	-27446.55179	eV
energy relative to the best compared isomer or geometry (same formula, charge and spin)	0.295	eV
HOMO-LUMO gap	11.531	eV
M	115.46	g/mol
largest force on an atom	4.2	eV Å⁻¹
total charge	0
HOMO	-0.424	hartree

ORCA calculation (ωB97M-V/def2-TZVPD) on a single ClH3NPS molecule in a non-equilibrium geometry.

Geometry as XYZ:
```
7
Properties=species:S:1:pos:R:3:mulliken_charge:R:1
N 0.3798 -1.2367 0.8266 -0.52
S 0.2301 -0.0094 -0.0896 0.25
P -1.5749 0.1593 -1.1272 0.00
Cl 0.8924 1.7733 1.2770 -0.30
H -0.3820 -1.6874 1.6694 0.29
H 1.3711 -0.1012 -0.6775 0.28
H -0.9166 1.1021 -1.8787 0.01
```

E_tot	-34180.36611	eV
energy relative to the best compared isomer or geometry (same formula, charge and spin)	5.720	eV
HOMO-LUMO gap (alpha / beta)	7.136 / 7.135	eV
M	115.52	g/mol
largest force on an atom	5.3	eV Å⁻¹
total charge	0
HOMO (alpha / beta)	-0.322 / -0.322	hartree